Entry 1:
Entry from the Open Molecules 2025 dataset: an isolated molecule of C3H2F2O in a non-equilibrium geometry (ωB97M-V/def2-TZVPD).

```
8
Properties=species:S:1:pos:R:3:forces:R:3:lowdin_charge:R:1
C 0.212836 0.050387 -0.500632 1.9807 0.1212 -1.6345 0.008
C -0.414028 0.109087 0.626452 -4.4166 -1.3345 -0.1756 -0.024
C 1.672636 0.039281 -0.569042 0.9760 -0.2799 -0.9073 -0.476
O 2.254718 -0.172827 -1.589831 -0.0510 0.2169 0.7280 0.153
F -1.828754 -0.061578 0.576355 2.4367 0.6115 0.3693 -0.031
F 2.360557 0.240674 0.573148 -0.3648 0.0351 0.0788 0.103
H -0.094251 -0.085234 -1.538154 -1.0113 0.1958 0.6643 0.145
H -0.058008 0.015002 1.614172 0.4504 0.4340 0.8770 0.122
```
Forces are in eV/Å.

The energy comes out at -10624.9347 eV. The value obtained for the HOMO-LUMO gap is 11.358 eV. The energy relative to the best compared isomer or geometry (same formula, charge and spin) is 1.0 kcal/mol. Its SMILES is O=C(F)/C=C/F. Its total charge is 0.

***

Entry 2:
Entry from the Open Molecules 2025 dataset: an isolated molecule of C4H8O2 in a non-equilibrium geometry (ωB97M-V/def2-TZVPD).

```
14
Properties=species:S:1:pos:R:3:forces:R:3:lowdin_charge:R:1
C -1.666990 -0.246883 -0.488088 -0.2162 0.0559 -0.1116 -0.051
C -0.293841 0.350309 -0.314685 -0.1317 -0.1172 -0.4241 -0.494
O -0.253604 1.311343 0.736452 -0.2577 0.3045 -0.1405 -0.036
C 0.694218 -0.677188 0.099699 0.0061 0.2867 -0.1129 -0.142
C 2.040152 -0.035093 0.413227 -0.5565 -0.9248 1.9300 -0.231
O 2.672991 -0.758095 1.136361 1.9234 0.1662 0.1724 0.033
H -2.376531 0.521435 -0.797654 -0.1575 -0.0973 -0.0193 0.078
H -1.637920 -1.035041 -1.247306 -0.1008 0.1268 0.0528 0.086
H -2.001550 -0.683607 0.460729 0.0451 0.1039 -0.1782 0.092
H 0.086627 0.792638 -1.245358 -0.3341 0.1986 -0.0743 0.146
H -0.796720 2.061515 0.471613 0.0213 0.0133 0.1308 0.098
H 0.820816 -1.517728 -0.597189 -0.0229 0.4366 -0.0598 0.137
H 0.341853 -1.126625 1.049504 0.3844 0.2563 -0.3814 0.140
H 2.370500 1.043026 0.322695 -0.6030 -0.8095 -0.7838 0.143
```
Forces are in eV/Å.

The energy comes out at -8371.7204 eV. The value obtained for the HOMO-LUMO gap is 10.224 eV. The energy relative to the best compared isomer or geometry (same formula, charge and spin) is 36.0 kcal/mol. Its SMILES is C[C@@H](O)CC=O. Its total charge is 0.

***

Entry 3:
Entry from the Open Molecules 2025 dataset: a cluster of 5 separate species, C22H36F12N3O8 in total in a non-equilibrium geometry (ωB97M-V/def2-TZVPD).

```
81
Properties=species:S:1:pos:R:3:forces:R:3:lowdin_charge:R:1
N -0.786981 -1.504538 -3.776919 -0.0598 -0.1743 -0.1248 0.011
C -1.681708 -2.614648 -4.071255 -0.1499 0.0609 0.6076 -0.257
C -2.570709 -3.112254 -2.903849 0.1679 0.6083 -0.2125 -0.136
C -1.885122 -3.146335 -1.555501 -0.0262 -0.3109 -0.1344 -0.366
C -0.640773 -4.027610 -1.615634 -1.1521 -0.1055 -0.2436 -0.059
N 0.091747 -4.005106 -0.303428 0.7045 0.3885 -0.6294 0.102
C -0.653234 -3.361029 0.819197 -0.5011 -0.5561 0.7701 -0.091
C -2.168646 -3.548385 0.791102 -0.7060 0.6064 -0.0813 -0.154
N -2.749419 -3.745746 -0.544026 0.8474 -0.2886 0.0827 0.001
H -1.276384 -0.719531 -3.370455 0.0709 0.0868 0.0164 0.077
H -0.007769 -1.763267 -3.193224 0.0771 0.1396 0.0954 0.049
H -1.108868 -3.446681 -4.462655 0.2261 -0.0690 -0.2622 0.109
H -2.345890 -2.261895 -4.846268 -0.1618 -0.1983 -0.3970 0.112
H -3.016238 -4.076108 -3.118167 -0.0554 -0.2691 -0.1521 0.103
H -3.377731 -2.390781 -2.815959 -0.3653 0.0253 0.1264 0.122
H -1.626295 -2.117119 -1.307312 0.2904 0.2590 0.1289 0.139
H -0.007585 -3.810640 -2.461486 0.5707 0.2806 0.1543 0.125
H -1.012644 -5.030412 -1.760346 -0.0117 -0.3662 0.0350 0.115
H 0.410285 -4.944291 -0.075694 -0.2034 -0.0838 0.1724 0.187
H 0.949186 -3.469961 -0.440216 0.0582 0.0008 0.1034 0.186
H -0.294344 -3.817665 1.729022 0.2772 -0.0549 0.2558 0.137
H -0.403782 -2.318641 0.897162 0.3219 0.2465 -0.4682 0.095
H -2.563710 -2.622870 1.204864 0.0146 0.1981 0.3016 0.110
H -2.468875 -4.318510 1.487112 -0.0718 -0.4945 -0.0936 0.118
H -3.685981 -3.371154 -0.591183 -0.0449 0.0590 0.0405 0.128
C 0.124455 1.034859 5.832460 0.1332 0.0092 -0.3834 -0.050
C -1.178136 0.393175 5.411313 0.1329 0.0038 0.7601 -0.171
O -1.485860 0.698846 4.028170 -0.0383 -0.0826 -0.2524 0.056
C -0.911891 -0.052698 3.119406 -0.0356 0.0034 0.6192 -0.410
O -0.165025 -0.976725 3.294159 -0.0745 -0.0858 -0.2926 0.153
C -1.377175 0.374874 1.720819 -0.1181 0.4317 -0.4853 -0.524
F -1.384522 1.695896 1.558613 0.0663 -0.3312 0.0595 0.190
F -2.621556 -0.080789 1.475477 0.2642 -0.0403 0.0718 0.156
F -0.558715 -0.157849 0.789407 -0.1924 0.1197 0.0636 0.129
H 0.102323 2.105696 5.647201 -0.0904 0.0283 0.0888 0.065
H 0.305349 0.865119 6.892371 -0.0528 -0.0111 0.0184 0.095
H 0.963902 0.625701 5.269852 0.0041 -0.0867 0.0632 0.084
H -2.006102 0.795280 5.989471 -0.1023 0.1000 -0.2160 0.131
H -1.166723 -0.685089 5.560781 0.0403 -0.0440 -0.2333 0.125
C 3.741980 5.175047 2.164565 0.0029 -0.2236 0.3760 -0.058
C 2.286237 5.087128 2.566559 0.1024 0.1445 -0.5375 -0.185
O 2.137600 4.462943 3.859722 -0.1242 -0.0340 0.2291 0.025
C 2.312972 5.261426 4.907960 -0.0076 0.0842 -0.5184 -0.399
O 2.578889 6.424164 4.883512 -0.0034 -0.0580 0.2016 0.186
C 2.076534 4.470731 6.203190 0.0880 -0.2535 0.7218 -0.531
F 2.665294 3.261874 6.167985 -0.1014 0.2069 -0.1042 0.154
F 0.757514 4.270959 6.398673 0.1460 0.1086 -0.1534 0.148
F 2.549808 5.124339 7.260516 -0.0766 -0.0319 -0.2856 0.180
H 4.207037 4.188329 2.194490 -0.0526 -0.0236 -0.0748 0.087
H 3.826844 5.571952 1.159046 -0.0562 -0.0001 -0.0816 0.068
H 4.296178 5.820645 2.842525 -0.0306 0.0975 -0.0425 0.080
H 1.734625 4.456012 1.872410 -0.0417 -0.1306 0.1556 0.122
H 1.812927 6.067632 2.568044 0.0311 0.0281 0.1840 0.128
C 3.910378 9.663500 -3.483148 -0.0411 0.1237 0.2568 -0.057
C 4.512194 8.363247 -2.996548 -0.0862 0.0440 -0.5582 -0.194
O 4.982635 8.484549 -1.638970 0.0188 -0.0822 0.2218 0.036
C 4.073160 8.335278 -0.688310 -0.0206 -0.0154 -0.5043 -0.404
O 2.908358 8.106026 -0.839373 0.0357 -0.0421 0.2039 0.164
C 4.744039 8.452591 0.689317 0.1452 0.2286 0.5444 -0.533
F 5.608426 9.474151 0.732083 -0.1761 -0.2744 -0.0244 0.174
F 5.415402 7.316430 0.966274 0.0244 0.3414 -0.1704 0.145
F 3.832352 8.635211 1.647100 0.1514 -0.0972 -0.2458 0.170
H 4.624941 10.478849 -3.371347 0.0485 -0.0301 -0.0813 0.086
H 3.632832 9.580356 -4.532953 0.0197 -0.0302 -0.0137 0.084
H 3.020810 9.922583 -2.909910 -0.0438 -0.0645 -0.0364 0.079
H 5.389154 8.104820 -3.585613 0.1174 0.0188 0.1681 0.126
H 3.805061 7.538826 -3.073711 -0.0588 0.0171 0.1837 0.123
C -3.074937 -6.932186 -2.516473 -0.0270 0.0880 -0.3994 -0.073
C -3.424937 -8.395470 -2.343827 0.2100 0.1838 0.4768 -0.194
O -4.225472 -8.860468 -3.438778 -0.0319 -0.1398 -0.1451 0.036
C -3.554319 -9.206168 -4.535554 0.1544 0.1171 0.3807 -0.391
O -2.369422 -9.151983 -4.683030 -0.0860 -0.0161 -0.1335 0.171
C -4.531425 -9.731884 -5.599778 -0.2337 -0.0972 -0.3692 -0.539
F -5.618613 -8.949254 -5.680261 0.2326 -0.1878 -0.0026 0.166
F -4.924782 -10.973861 -5.277631 0.0703 0.2583 -0.0506 0.172
F -3.942773 -9.765802 -6.794178 -0.1292 -0.0035 0.2773 0.177
H -3.980686 -6.339660 -2.650033 -0.0299 -0.0023 0.1282 0.085
H -2.536118 -6.546405 -1.651524 -0.1010 -0.0998 0.1138 0.057
H -2.458151 -6.785738 -3.405582 0.0581 -0.0684 0.0331 0.080
H -4.028867 -8.540809 -1.450898 -0.1613 -0.0449 -0.1159 0.129
H -2.532534 -9.011025 -2.240920 0.0095 -0.0425 -0.1812 0.127
```
Forces are in eV/Å.

The energy comes out at -76852.8757 eV. The value obtained for the HOMO-LUMO gap is 9.020 eV. The energy relative to the best compared isomer or geometry (same formula, charge and spin) is 0.0 kcal/mol. Its total charge is +1.

***

Entry 4:
Entry from the Open Molecules 2025 dataset: a structure of composition C38H47KN6O6S6 in a non-equilibrium geometry (ωB97M-V/def2-TZVPD).

```
104
Properties=species:S:1:pos:R:3:forces:R:3:lowdin_charge:R:1
K 0.405623 0.009267 -0.896662 -0.0660 0.0583 -1.0778 0.541
C 3.334682 -3.510382 -3.114621 -0.1174 0.0347 0.0193 -0.066
N 1.906953 -3.733663 -2.961068 0.0829 -0.0411 -0.0511 -0.142
C 1.165455 -3.853239 -4.204238 0.0046 0.0023 0.0123 -0.044
C 1.224544 -3.479214 -1.817456 -0.0504 -0.0468 0.0967 -0.408
O 0.020143 -3.672499 -1.710312 0.0610 0.0734 -0.0500 0.044
C 2.025516 -2.928377 -0.636139 -0.0041 0.0272 0.0366 -0.123
O 1.213822 -2.153382 0.216404 0.1980 -0.2825 0.0218 -0.217
C 0.335936 -2.792851 1.103017 -0.0621 0.0747 -0.0550 -0.126
C 1.029572 -3.218120 2.383726 -0.0709 -0.0554 0.0020 -0.390
O 2.250270 -3.273716 2.484248 0.0147 -0.0023 0.0225 0.035
N 0.203150 -3.578924 3.406827 0.0127 0.0473 0.0134 -0.145
C -1.247270 -3.517577 3.359144 0.0084 -0.0435 -0.0187 -0.074
C 0.767388 -4.083763 4.634839 -0.0026 0.0151 -0.0102 -0.060
H 3.550151 -2.506540 -3.486803 -0.0146 0.0734 -0.0083 0.040
H 3.717171 -4.242131 -3.830867 -0.0028 0.0124 0.0019 0.082
H 3.859580 -3.664186 -2.175299 -0.0024 -0.0060 0.0290 0.081
H 1.306481 -2.942431 -4.793122 -0.0168 -0.0007 -0.0104 0.074
H 0.110564 -3.962517 -3.974126 0.0049 -0.0019 0.0019 0.076
H 1.512569 -4.725269 -4.766504 0.0065 0.0072 -0.0096 0.078
H 2.781473 -2.229239 -0.983901 0.0652 0.0036 -0.0374 0.096
H 2.534291 -3.734106 -0.093667 -0.0665 -0.0423 0.0208 0.139
H -0.145451 -3.661141 0.641588 0.0177 -0.0172 0.0055 0.144
H -0.456300 -2.067022 1.308144 0.0180 -0.0112 -0.0379 0.094
H -1.619247 -2.964345 2.498412 -0.0089 0.0132 0.0246 0.046
H -1.617994 -3.009227 4.253797 0.0148 -0.0026 0.0009 0.075
H -1.677035 -4.525407 3.343376 0.0022 0.0010 -0.0010 0.093
H 1.849824 -4.092651 4.548009 0.0029 -0.0009 0.0007 0.075
H 0.408318 -5.099171 4.834731 -0.0020 0.0016 -0.0004 0.083
H 0.474624 -3.448644 5.477273 0.0041 -0.0063 0.0065 0.084
S -1.130507 0.336027 -3.682395 -0.0644 -0.0209 -0.0396 0.463
C 0.006916 1.597352 -3.993807 0.0144 0.0595 0.0347 -0.792
C -0.467385 2.904633 -4.211185 -0.0181 -0.0484 -0.0085 -0.106
C 0.360669 4.002018 -4.410158 -0.0153 0.0676 -0.0027 -0.245
C -0.202634 5.306947 -4.578210 0.0157 -0.1014 0.0055 -0.221
N -0.666424 6.357581 -4.691601 -0.0030 0.0384 0.0223 0.124
C 1.756135 3.808134 -4.410735 0.0322 0.0681 0.0013 -0.249
C 2.251708 2.523383 -4.218894 0.0017 -0.0591 0.0014 -0.106
C 1.437522 1.397816 -4.013534 0.0174 0.0414 0.0182 -0.786
S 2.195966 -0.137399 -3.755730 0.0198 -0.0918 0.0625 0.461
C 2.655429 4.910965 -4.553041 -0.0418 -0.0917 0.0103 -0.231
N 3.387952 5.799674 -4.631760 0.0035 0.0300 0.0027 0.116
H -1.539909 3.053382 -4.202285 -0.0040 -0.0077 0.0021 0.095
H 3.323597 2.373300 -4.209005 0.0005 -0.0084 0.0008 0.092
O -2.418273 -1.088102 1.354831 0.0593 0.0166 0.0433 -0.289
C -3.572218 -0.740943 0.731166 -0.0486 -0.0348 0.0433 -0.654
C -3.622569 0.781129 0.494973 -0.0387 0.0161 0.0136 -0.465
C -3.062374 1.482569 -0.529921 0.0050 0.0016 -0.0170 -0.132
C -3.042966 2.888516 -0.298408 0.0534 -0.0143 -0.0029 -0.185
C -3.592848 3.235185 0.897213 -0.0287 -0.0186 -0.0209 -0.445
S -4.163543 1.850346 1.738353 0.0174 -0.0114 0.0234 1.007
C -3.699537 -1.418454 -0.641241 -0.0828 0.0176 0.0027 -0.435
C -2.730170 -2.134935 -1.264972 0.0035 -0.0281 -0.0611 -0.113
C -3.097298 -2.564580 -2.575212 0.0626 0.0148 0.0144 -0.192
C -4.343927 -2.163399 -2.926438 -0.0189 -0.0093 0.0340 -0.430
S -5.083707 -1.259618 -1.666574 -0.0094 0.0190 0.0048 1.008
C -4.761126 -1.140565 1.620888 0.0241 0.0594 0.0066 -0.469
C -6.107561 -0.939689 1.545617 -0.0221 -0.0382 0.0162 -0.168
C -6.815115 -1.508834 2.642758 -0.0153 -0.0404 -0.0499 -0.209
C -5.984005 -2.127138 3.528758 0.0317 0.1137 0.0251 -0.441
S -4.341279 -1.986537 3.053032 -0.0312 -0.1111 -0.0895 1.065
H -2.653353 1.024153 -1.426315 -0.0141 -0.0108 0.0083 0.064
H -2.632725 3.599680 -1.003342 0.0011 -0.0072 0.0013 0.097
H -3.731636 4.224580 1.305337 -0.0066 0.0004 -0.0074 0.049
H -1.771113 -2.349676 -0.822730 -0.0067 0.0139 0.0722 0.087
H -2.428651 -3.114237 -3.221789 -0.0014 0.0106 0.0080 0.094
H -4.860417 -2.319657 -3.860195 0.0077 -0.0034 0.0026 0.050
H -6.578580 -0.401987 0.734485 -0.0015 -0.0032 -0.0021 0.094
H -7.890479 -1.462092 2.758744 0.0020 -0.0057 -0.0067 0.086
H -6.257192 -2.639918 4.438124 0.0008 0.0192 0.0100 0.044
C -0.175057 2.718239 2.770824 -0.0277 -0.0171 -0.0453 -0.248
S -0.851156 1.197445 2.058792 0.0934 0.0868 0.0794 0.836
C -1.204281 0.399707 3.624536 -0.0242 -0.0426 -0.0081 -0.239
O 0.350888 0.496035 1.500596 0.0000 0.1090 0.7960 -0.632
H -0.969882 3.256461 3.289699 0.0053 -0.0068 -0.0169 0.048
H 0.187829 3.309410 1.929954 -0.0049 0.0008 0.0206 0.031
H 0.645723 2.477210 3.448407 -0.0068 -0.0083 0.0000 0.042
H -1.992449 0.956825 4.133250 0.0204 0.0086 0.0043 0.052
H -0.289091 0.353556 4.217346 0.0053 -0.0012 -0.0068 0.055
H -1.581595 -0.583676 3.348617 0.0029 0.0164 0.0086 0.011
C 4.882317 0.975621 3.021387 -0.0441 -0.0256 -0.0107 -0.073
N 4.189449 0.792335 1.764293 0.0116 0.0830 -0.0379 -0.138
C 3.271494 1.833353 1.317352 0.0746 -0.1996 0.0454 -0.040
C 4.283240 -0.335764 1.000395 -0.0588 -0.0422 0.1706 -0.487
C 5.032963 -1.525437 1.557051 -0.0245 -0.0053 0.0189 0.016
O 3.728595 -0.420252 -0.079233 0.0526 0.0675 -0.1313 0.042
H 4.781810 2.018809 3.316012 0.0017 0.0032 0.0066 0.079
H 5.949170 0.763807 2.935237 0.0070 0.0005 0.0016 0.077
H 4.467886 0.356252 3.823447 -0.0015 -0.0046 0.0059 0.090
H 2.784211 2.278975 2.184479 0.0117 0.0126 -0.0081 0.073
H 2.513651 1.356444 0.708266 -0.0609 0.2147 -0.0540 0.046
H 3.776860 2.609839 0.735617 0.0147 -0.0259 -0.0092 0.095
H 5.708674 -1.308666 2.381103 0.0107 0.0057 -0.0085 0.054
H 5.583357 -1.989028 0.740331 -0.0059 0.0045 -0.0005 0.084
H 4.269599 -2.230584 1.898959 0.0133 0.0028 0.0070 0.070
C -0.059323 6.225051 -1.014916 0.0137 -0.0061 -0.0103 -0.091
C 1.212313 5.390785 -1.183926 -0.1036 -0.0042 -0.0120 -0.205
C 0.934507 3.959048 -1.057513 0.1051 0.0122 -0.0620 -0.182
N 0.713622 2.839904 -0.936708 -0.0275 0.0512 0.1570 0.209
H 0.183322 7.284592 -1.091863 -0.0037 -0.0029 -0.0027 0.072
H -0.523617 6.036888 -0.046171 0.0013 0.0013 0.0032 0.070
H -0.776595 5.988073 -1.798367 -0.0037 -0.0002 -0.0158 0.060
H 1.957353 5.652832 -0.430286 0.0076 -0.0057 0.0055 0.112
H 1.663041 5.566763 -2.160517 0.0124 -0.0089 -0.0225 0.090
```
Forces are in eV/Å.

The energy comes out at -142733.3140 eV. The value obtained for the HOMO-LUMO gap is 4.472 eV. The energy relative to the best compared isomer or geometry (same formula, charge and spin) is 24.5 kcal/mol. Its total charge is -2.